1.
{
  "formula": "C6H23NO5",
  "method": "ωB97M-V with the def2-TZVPD basis set",
  "elements": ["H", "C", "H", "H", "C", "O", "H", "H", "O", "H", "H", "C", "H", "H", "O", "H", "H", "H", "H", "N", "H", "C", "C", "H", "C", "H", "O", "H", "H", "H", "H", "H", "H", "O", "H"],
  "coordinates": [[0.88596, 1.40317, -1.29650], [-0.91987, -1.01326, -2.75598], [2.98107, 1.23766, -0.83117], [-0.21561, 0.20651, 3.13383], [-1.20002, -2.00346, 1.48592], [2.00069, -0.66680, 1.37996], [2.57023, -0.77305, 2.14734], [-1.66865, 1.15701, 2.87684], [2.31415, 2.76117, 0.76412], [-1.82823, -2.90396, 1.53988], [1.09936, -0.81711, 1.67740], [-1.05214, -1.60482, 0.04860], [-2.45589, 1.61453, 0.12313], [0.99231, -2.16171, -0.23711], [-2.35653, 1.92090, -0.77670], [0.47577, 2.73994, -2.02533], [-2.09834, -1.30482, 3.33346], [-1.38104, 1.99071, -0.88899], [-1.94045, -1.17053, -0.39327], [0.19408, -1.58921, -2.03065], [-0.25887, -2.31540, 1.94956], [-1.89333, -0.91566, 2.33451], [-1.04717, 0.36320, 2.45680], [-0.66800, -0.93427, -3.81882], [0.06778, -1.79862, -0.66346], [-0.69794, 0.69744, 1.47912], [0.35921, 2.24744, -1.21832], [2.09062, 2.04935, 1.35891], [-1.20793, -0.02298, -2.44113], [-2.86359, -0.65586, 1.88038], [-1.80661, -1.64124, -2.67954], [1.09477, -1.23100, -2.29508], [2.31059, -0.07696, -0.33212], [2.47241, 0.45537, -1.14992], [1.50634, 2.81571, 0.20020]],
  "e_above_lowest_kj_mol": 26.62,
  "fmax_ev_per_a": 1.1,
  "e_tot_ha": -673.356093,
  "gap_ev": 8.1585
}

2.
{
  "formula": "C22H33N3O3",
  "method": "ωB97M-V with the def2-TZVPD basis set",
  "elements": ["C", "C", "C", "H", "H", "H", "C", "C", "C", "N", "C", "N", "H", "H", "C", "H", "C", "H", "O", "C", "H", "H", "H", "C", "H", "C", "C", "H", "O", "H", "C", "H", "H", "H", "H", "H", "H", "C", "H", "H", "H", "O", "H", "H", "H", "C", "C", "C", "H", "H", "H", "H", "N", "H", "C", "C", "H", "H", "C", "H", "C"],
  "coordinates": [[1.86355, -0.83259, -0.51324], [-4.57634, 2.63121, -0.74342], [4.26775, -0.63452, -0.62685], [0.86857, -4.29163, -0.33733], [1.17583, -2.53488, 1.25576], [0.08127, -4.89435, 1.12989], [3.02820, 0.67318, 0.95717], [1.85391, 0.11208, 0.50915], [-1.74527, 1.87584, -0.62976], [-0.32451, -1.67835, 0.11361], [6.85598, 1.44966, -0.92296], [-1.21805, -4.26863, -0.36929], [-2.72237, -2.55237, 1.53079], [-1.95016, -1.16874, -1.06129], [0.02921, -4.12603, 0.35266], [-3.23478, 0.40154, -0.22901], [-2.78538, 1.24148, 0.30173], [5.19051, -0.95256, -1.08623], [5.34666, 0.92016, 0.92962], [3.07934, -1.19699, -1.06510], [-5.03076, 1.74303, -1.18834], [-2.79284, 1.34290, -2.43650], [-1.67286, 2.69379, -2.62362], [6.62653, 0.68777, 0.37961], [-3.65591, -1.41303, 0.57299], [-3.55826, 3.22094, -1.71594], [4.25377, 0.31013, 0.39228], [-2.46243, 2.23374, 2.97341], [-2.97940, -3.49619, -1.51992], [-1.33615, 2.78064, -0.17735], [-1.65978, 1.70224, 2.45851], [-1.02271, 2.41813, 1.94219], [-1.07139, 1.16166, 3.19772], [3.03068, 1.39990, 1.75410], [7.86924, 1.27686, -1.27527], [0.07872, -0.69739, -1.66363], [6.71628, 2.51457, -0.75510], [-2.02373, -3.27825, -0.79986], [0.91262, 0.38278, 0.96115], [-4.04601, 3.45763, -2.66325], [-3.49395, 3.15267, 1.03672], [-1.64641, -0.91067, 2.95445], [0.77062, -2.32050, -1.61256], [6.79995, -0.38657, 0.23935], [3.11072, -1.93220, -1.85754], [-2.65355, -1.63995, 0.93470], [0.56815, -1.42364, -1.00376], [0.13589, -2.73420, 0.99095], [6.15474, 1.12908, -1.68955], [-0.45755, -2.68833, 1.90497], [-0.92167, 1.17902, -0.78974], [-4.63491, 1.81874, 1.25982], [-2.19382, 0.73043, 1.52396], [-1.43761, -5.18998, -0.72507], [-2.12319, -0.57092, 1.88387], [-3.90414, 2.25361, 0.57477], [-3.16140, 4.15130, -1.30321], [7.31929, 1.04854, 1.14538], [-2.40887, 2.24484, -1.95369], [-5.37259, 3.35432, -0.55682], [-1.70919, -1.88096, -0.26604]],
  "e_above_lowest_kj_mol": 47.13,
  "fmax_ev_per_a": 0.5,
  "e_tot_ha": -1248.138586,
  "gap_ev": 9.0741
}

3.
{
  "formula": "C17H20FN3O5",
  "method": "ωB97M-V with the def2-TZVPD basis set",
  "elements": ["C", "H", "C", "C", "H", "H", "C", "H", "N", "O", "H", "H", "O", "C", "N", "C", "C", "C", "C", "H", "H", "H", "H", "C", "F", "H", "C", "H", "H", "O", "C", "C", "H", "H", "H", "C", "H", "O", "H", "H", "C", "C", "C", "O", "H", "N"],
  "coordinates": [[1.56298, 1.25241, 1.25654], [2.92862, 2.76709, 0.59378], [-2.15777, -3.12158, -1.77785], [2.71044, 1.71025, 0.65053], [-3.05749, -2.71513, -2.23126], [4.79353, -0.50062, -2.15091], [5.12024, -1.26481, -1.43911], [-3.13639, -3.69821, 0.04798], [-2.74916, 1.24915, 0.41417], [5.93012, 0.90623, 0.00701], [-4.50328, -1.64602, 0.25096], [-2.26982, -1.78144, 1.42278], [4.80553, 2.51454, -0.87580], [-2.26115, -3.12127, -0.25730], [-0.66175, 2.16924, 0.93842], [3.66271, 0.82964, 0.12711], [-1.70957, 2.76633, -1.08240], [-3.66002, -1.00583, -0.01337], [-2.35256, -1.71541, 0.33557], [-2.02174, -4.13573, -2.14627], [-3.70928, -0.80506, -1.08377], [-4.76510, 0.78928, 0.45024], [-1.50518, -1.12556, -0.02582], [-0.66535, 2.84822, -0.23968], [-1.70188, 3.46077, -2.23232], [0.48049, -0.50536, 1.83688], [-2.86319, 1.92020, -0.80583], [6.06191, -0.95159, -0.97898], [-1.30844, -2.52334, -2.10169], [4.12518, -1.52512, -0.47063], [3.42391, -0.55340, 0.12552], [2.25700, -0.99959, 0.77380], [2.09005, -2.06443, 0.79925], [-3.79882, 0.15288, 1.81668], [5.26469, -2.20918, -1.96204], [0.52050, 2.19946, 1.79032], [0.19798, 3.45750, -0.46192], [-1.68638, 0.73559, 2.35891], [0.19750, 1.88472, 2.78602], [-1.37931, -3.61597, 0.15664], [1.36032, -0.12910, 1.33796], [-3.82486, 0.31511, 0.73856], [-1.70715, 1.33609, 1.30744], [-3.82704, 1.77669, -1.51915], [0.90146, 3.22117, 1.83019], [4.88750, 1.45115, -0.29716]],
  "e_above_lowest_kj_mol": 19.41,
  "fmax_ev_per_a": 1.0,
  "e_tot_ha": -1300.062520,
  "gap_ev": 8.6368
}

4.
{
  "formula": "C7H10",
  "method": "ωB97M-V with the def2-TZVPD basis set",
  "elements": ["H", "H", "C", "C", "H", "H", "H", "H", "C", "H", "H", "C", "C", "C", "H", "C", "H"],
  "coordinates": [[-0.95057, -1.01889, -1.01102], [-0.17848, -2.30910, 0.30942], [-1.21656, 0.12757, -0.82531], [-0.13903, -0.07754, 1.07839], [1.56844, 1.42604, 0.51723], [0.16460, -0.20254, 2.12726], [0.44422, 0.95462, -2.02106], [-2.30756, -0.36710, 1.03922], [0.07842, -1.25890, 0.10372], [-1.84692, 1.35246, 0.88768], [1.88281, -0.90281, -1.23830], [1.45735, -0.73773, -0.23946], [0.89629, 0.65368, 0.13020], [-1.53988, 0.32268, 0.66806], [-0.41362, 2.07504, -0.94087], [-0.03573, 1.04889, -1.03979], [2.17608, -1.07784, 0.52324]],
  "e_above_lowest_kj_mol": 460.76,
  "fmax_ev_per_a": 1.5,
  "e_tot_ha": -272.542503,
  "gap_ev": 8.7123
}

| no. | LUMO (eV) |
| --- | --- |
| 1 | 0.2178 |
| 2 | 0.7276 |
| 3 | -0.5058 |
| 4 | 1.1081 |